This record from the OMol25 dataset describes one molecule with the formula C8H7F3N2O. The level of theory is wB97M-V/def2-TZVPD.

## Properties
* energy relative to the best compared isomer or geometry (same formula, charge and spin): 120.5 kJ/mol
* calculated total energy: -21589.03192 eV
* orbital gap: 10.26 eV
* E_LUMO: 0.8 eV

Positions of all 21 atoms, in Å:
N1 -2.939 -1.550 -0.409
C1 -1.723 -1.047 -0.656
O1 -1.484 -1.006 -1.888
N2 -1.051 -0.310 0.225
C2 0.319 0.060 -0.045
C3 1.340 -0.858 -0.294
C4 2.665 -0.423 -0.520
C5 3.021 0.896 -0.580
C6 2.084 1.866 -0.321
C7 0.721 1.483 -0.073
C8 -1.608 0.006 1.566
F1 -1.551 -1.154 2.310
F2 -0.983 0.895 2.334
F3 -2.798 0.661 1.502
H1 -3.404 -0.911 0.182
H2 -3.464 -1.857 -1.191
H3 1.134 -1.878 -0.304
H4 3.381 -1.186 -0.699
H5 4.055 1.064 -0.850
H6 2.332 2.931 -0.242
H7 -0.047 2.317 -0.048

---

This record from the OMol25 dataset describes C8H7F6N3OSSbV as an isolated structure. The level of theory is wB97M-V/def2-TZVPD.

## Properties
* spin multiplicity: 4
* calculated total energy: -74289.61506 eV
* orbital gap (alpha / beta): 8.17 / 5.71 eV
* E_LUMO (alpha / beta): -4.7 / -7.2 eV
* net charge: +1

Positions of all 28 atoms, in Å:
V1 1.422 0.164 -0.353
N1 0.983 -3.933 -0.945
C1 0.991 -2.704 -0.458
S1 -0.062 -1.480 -1.124
N2 1.740 -2.415 0.601
N3 1.782 -1.150 0.931
C2 2.197 -0.811 2.139
C3 2.030 0.499 2.626
C4 2.597 0.882 3.864
C5 2.459 2.162 4.339
C6 1.715 3.114 3.615
C7 1.089 2.773 2.439
C8 1.209 1.473 1.906
O1 0.629 1.146 0.808
H1 0.388 -4.173 -1.724
H2 1.617 -4.630 -0.576
H3 2.608 -1.584 2.785
H4 3.179 0.153 4.408
H5 2.931 2.449 5.265
H6 1.635 4.120 3.996
H7 0.499 3.492 1.887
F1 1.425 1.608 -1.991
Sb1 3.414 1.344 -2.195
F2 3.182 0.864 -3.992
F3 3.659 3.189 -2.376
F4 3.346 1.485 -0.170
F5 5.174 0.713 -1.976
F6 2.779 -0.588 -1.702

---

This record from the OMol25 dataset describes one molecule with the formula C8H7FO3. The level of theory is wB97M-V/def2-TZVPD.

## Properties
* energy relative to the best compared isomer or geometry (same formula, charge and spin): 70.8 kJ/mol
* calculated total energy: -17267.38961 eV
* orbital gap: 8.03 eV
* E_LUMO: -0.4 eV

Positions of all 19 atoms, in Å:
C1 -2.350 -2.681 -0.295
C2 -2.059 -1.307 -0.609
O1 -2.825 -0.616 -1.244
C3 -0.813 -0.816 -0.029
F1 -0.089 -1.839 0.569
C4 -0.300 0.498 -0.033
O2 -1.051 1.301 -0.830
C5 0.964 1.055 0.344
C6 1.557 2.195 -0.146
C7 2.845 2.220 0.348
C8 2.938 1.216 1.255
O3 1.791 0.468 1.300
H1 -1.452 -3.204 -0.625
H2 -2.591 -2.823 0.797
H3 -3.167 -2.944 -0.911
H4 -1.753 0.717 -1.118
H5 1.068 2.710 -0.882
H6 3.569 2.998 0.283
H7 3.718 0.852 1.826